1.
117
Properties=species:S:1:pos:R:3:forces:R:3:mulliken_charge:R:1 method="wB97M-V/def2-TZVPD" total_charge=+1 spin_multiplicity=1 homo_ev=-10.24 orbital_gap_ev=7.85
C 0.551731 5.900416 1.959147 0.14 0.14 0.08 -1.264
C 1.054015 4.577287 2.481975 0.05 0.14 -0.35 -0.265
O 0.410128 3.492229 1.775765 0.03 0.00 0.63 -0.525
B 0.795890 2.243655 2.190818 -0.32 0.01 -0.34 0.810
O 2.113972 1.878868 2.165705 -0.14 -0.02 0.18 -0.600
C -0.321261 1.248345 2.712786 -0.17 -0.41 0.94 0.499
C -0.876582 1.876650 4.000827 -0.29 -0.20 -1.27 -0.214
O -0.342423 1.824952 5.057365 0.67 0.20 1.22 -0.595
N -2.120768 2.504492 3.737315 -0.01 0.08 -0.59 -0.301
C -2.747739 1.777200 2.588560 0.52 0.03 1.22 -0.655
C -3.763300 0.802219 3.158448 -0.05 -0.04 -0.41 -1.027
C -4.798176 1.458658 4.080596 0.24 0.06 -0.25 -1.397
C -5.286825 2.802514 3.603739 -0.15 0.31 0.16 0.714
C -5.829996 2.994899 2.333363 -0.01 0.21 0.17 -0.210
C -6.274914 4.249350 1.935040 -0.06 0.23 0.09 -0.587
C -6.199510 5.345054 2.792676 0.21 -0.65 0.18 -0.502
C -5.672090 5.156976 4.065756 -0.06 -0.06 -0.31 -0.650
C -5.220193 3.900888 4.460658 -0.15 0.27 -0.20 -0.430
C -1.562300 1.133719 1.824292 0.10 0.64 -1.49 0.457
C -1.818859 -0.170108 1.034376 -0.08 0.40 0.72 -0.292
C -1.421007 -1.467350 1.710464 -0.01 -0.43 -0.32 -0.251
O -1.216819 -2.497546 0.742441 0.05 0.11 0.21 -0.464
C 0.062361 -2.418067 0.120260 -0.77 -0.59 0.10 0.307
C -0.117026 -2.644274 -1.375909 0.00 0.18 0.15 -0.929
O 0.847164 -1.900244 -2.116622 -0.16 -0.07 -0.15 -0.545
C 0.276383 -0.934747 -2.935019 -0.03 0.11 -0.28 0.276
C 0.321381 0.399634 -2.555551 -0.09 -0.11 -0.11 -0.590
C -0.269070 1.378090 -3.349820 0.19 -0.45 -0.01 -0.826
C -0.915628 1.059348 -4.551561 0.24 -0.02 0.13 -0.133
C -1.571277 2.172905 -5.380288 -0.40 -0.06 0.59 3.370
C -2.277449 3.139541 -4.391095 0.44 0.12 -0.46 -2.176
C -2.699270 1.593452 -6.241167 0.03 -0.13 0.31 -2.209
C -0.510798 3.006774 -6.143394 -0.39 -0.29 -0.23 -2.364
C -0.206086 2.685136 -7.612917 0.83 0.29 -0.30 2.773
C 0.068476 1.194963 -7.874579 0.02 0.30 -0.32 -1.716
C 1.110154 3.433448 -7.930659 -0.41 0.15 0.26 -2.034
C -1.267346 3.249903 -8.588444 0.01 -0.28 0.43 -1.735
C -0.919680 -0.285591 -4.923394 0.14 -0.07 0.33 -0.190
C -0.331600 -1.276524 -4.135439 -0.11 0.38 0.06 -0.873
H 0.390918 5.859195 0.887333 -0.02 -0.06 -0.15 0.300
H -0.361279 6.217968 2.451811 -0.23 -0.05 -0.05 0.305
H 1.300974 6.663502 2.151819 0.06 0.14 0.04 0.380
H 2.132104 4.500111 2.360786 0.10 -0.08 -0.08 0.375
H 0.828623 4.490635 3.545901 0.03 -0.09 0.12 0.302
H 2.173008 0.993911 2.535497 0.31 -0.01 0.01 0.298
H 0.139510 0.325178 3.072513 -0.11 -0.23 -0.32 -0.073
H -1.865672 3.428053 3.383622 -0.26 0.20 0.42 0.395
H -3.233183 2.545499 2.001938 -0.20 -0.12 -0.35 0.859
H -3.211334 0.027073 3.693163 -0.06 -0.11 0.23 0.323
H -4.265619 0.290730 2.336011 -0.07 0.01 -0.08 0.450
H -5.649884 0.789728 4.184027 -0.06 -0.14 0.16 0.443
H -4.333635 1.597785 5.049474 -0.08 -0.02 0.25 0.410
H -5.912433 2.161678 1.649931 0.00 -0.12 -0.09 0.389
H -6.703390 4.396422 0.954339 0.00 -0.13 -0.13 0.401
H -6.553744 6.309806 2.473186 -0.05 0.18 -0.03 0.404
H -5.611545 5.996477 4.742537 0.03 0.02 0.13 0.391
H -4.820397 3.796370 5.458488 0.12 -0.17 0.06 0.349
H -1.385993 1.859229 1.027628 -0.04 0.07 -0.10 0.310
H -2.883101 -0.209593 0.821188 -0.11 -0.09 -0.23 0.276
H -1.324816 -0.076243 0.072003 0.24 -0.18 -0.12 -0.006
H -2.201055 -1.824256 2.376300 -0.14 -0.04 0.08 0.257
H -0.512938 -1.372425 2.308385 0.09 0.12 0.06 -0.033
H 0.532465 -1.459088 0.329742 0.18 0.12 -0.17 0.230
H 0.645840 -3.240935 0.535721 0.40 0.14 0.13 -0.152
H -1.130907 -2.343475 -1.621384 -0.12 0.19 -0.15 0.474
H -0.044285 -3.706960 -1.604546 0.20 -0.06 -0.16 0.432
H 0.819663 0.650413 -1.629082 0.03 0.13 0.06 0.531
H -0.205109 2.396509 -3.000696 -0.08 0.18 -0.07 0.423
H -2.745547 2.608006 -3.570503 -0.18 -0.05 0.10 0.362
H -1.572360 3.870684 -4.003685 0.08 0.01 0.28 0.474
H -3.018074 3.710972 -4.945561 -0.20 0.05 0.02 0.544
H -3.481371 1.237935 -5.570661 -0.12 -0.03 0.04 0.500
H -2.397549 0.738287 -6.828394 0.04 0.04 -0.34 0.296
H -3.138410 2.346183 -6.884440 -0.02 0.06 -0.12 0.387
H 0.426190 2.956030 -5.590891 0.07 -0.05 0.18 0.340
H -0.826273 4.048573 -6.097837 -0.01 0.18 -0.09 0.508
H 0.751683 1.122665 -8.717807 0.12 -0.10 -0.11 0.490
H 0.541569 0.701915 -7.030482 -0.02 -0.09 0.12 0.263
H -0.825061 0.666095 -8.188888 -0.15 -0.22 0.26 0.326
H 1.894276 3.174913 -7.222227 0.19 -0.15 -0.07 0.442
H 1.424380 3.220857 -8.947047 0.16 -0.08 -0.14 0.511
H 0.946643 4.508094 -7.863567 0.03 0.15 0.08 0.481
H -1.692236 2.458914 -9.198793 -0.16 0.00 -0.15 0.298
H -2.069486 3.732129 -8.039658 -0.20 0.08 -0.04 0.392
H -0.836134 4.003094 -9.236990 0.07 0.06 -0.23 0.426
H -1.385663 -0.604285 -5.841203 -0.05 0.02 -0.09 0.361
H -0.372851 -2.302520 -4.466022 0.07 -0.17 0.05 0.450
C 5.897761 -7.513668 4.763657 0.00 0.03 -0.10 -1.204
C 6.514560 -6.800873 3.558823 -0.14 -0.21 0.16 -0.495
C 6.042403 -5.387705 3.245747 0.21 -0.13 -0.05 -0.628
N 4.588184 -5.187614 2.859905 0.15 0.16 -0.01 0.295
C 4.518913 -3.833518 2.181353 -0.13 0.13 -0.07 -1.115
C 3.103633 -3.374388 1.883526 -0.14 -0.02 0.11 -0.328
C 2.240561 -3.375987 3.139114 -0.02 0.02 0.00 -0.006
C 2.287399 -4.743521 3.806255 -0.05 0.12 -0.11 -1.101
C 3.717111 -5.169471 4.093245 -0.29 -0.09 0.06 -0.476
C 4.165056 -6.249637 1.906416 -0.08 -0.02 0.07 -1.089
H 4.896203 -7.892708 4.556535 -0.02 0.02 0.04 0.307
H 6.503079 -8.379631 5.025064 0.02 0.01 0.01 0.422
H 5.853507 -6.863104 5.638225 -0.01 -0.01 0.02 0.303
H 6.432232 -7.432891 2.673136 0.03 0.03 -0.03 0.339
H 7.586368 -6.703300 3.742327 0.01 0.12 -0.07 0.423
H 6.617868 -5.020737 2.395545 -0.02 0.03 0.00 0.376
H 6.228420 -4.718480 4.085264 -0.06 0.01 0.02 0.413
H 5.012682 -3.133307 2.856464 0.03 -0.03 0.02 0.405
H 5.106876 -3.912889 1.268327 0.06 -0.01 0.03 0.475
H 3.148619 -2.369264 1.462250 0.14 -0.03 -0.07 0.524
H 2.649699 -4.001114 1.114044 0.03 0.01 -0.03 0.261
H 1.212652 -3.113070 2.889684 0.00 0.00 -0.01 -0.063
H 2.601997 -2.613543 3.837069 0.02 -0.02 0.01 0.318
H 1.782225 -5.487810 3.185599 0.00 0.00 0.01 0.318
H 1.745207 -4.719452 4.751739 0.07 -0.08 0.05 0.446
H 3.735174 -6.166013 4.521507 0.13 0.00 0.02 0.327
H 4.187046 -4.476703 4.791250 0.04 0.02 -0.02 0.406
H 4.148610 -7.204508 2.423193 0.04 -0.02 -0.02 0.357
H 4.873935 -6.273374 1.082536 0.00 -0.03 -0.02 0.378
H 3.171840 -6.030673 1.532709 0.01 0.02 -0.03 0.459



2.
23
Properties=species:S:1:pos:R:3:forces:R:3:nbo_charge:R:1 method="wB97M-V/def2-TZVPD" total_charge=0 spin_multiplicity=1 homo_ev=-9.01 orbital_gap_ev=10.05 smiles=Cc1ccccc1.CC e_above_lowest_ev=0.819
C -1.820232 1.963299 1.956443 0.34 -1.53 1.16 -0.633
C -1.572814 0.948485 0.839535 0.07 2.05 1.44 -0.018
C -1.015506 1.493620 -0.312544 0.40 -0.48 -1.14 -0.221
C -0.749407 0.680082 -1.409971 -1.20 -1.54 0.56 -0.192
C -1.169467 -0.660245 -1.276594 0.38 -0.82 0.17 -0.234
C -1.561958 -1.224585 -0.068971 -0.11 1.02 0.41 -0.198
C -1.741790 -0.392953 1.051995 -0.05 -1.08 -1.42 -0.221
H -2.513796 2.770451 1.752838 0.27 0.24 -0.40 0.222
H -0.842096 2.270509 2.334340 -0.11 0.72 -0.31 0.219
H -2.216292 1.455888 2.847916 -0.24 -0.07 -0.29 0.209
H -0.774689 2.547922 -0.326632 -0.06 0.07 -0.02 0.213
H -0.328382 0.914039 -2.374630 0.07 0.77 0.12 0.220
H -1.153524 -1.394926 -2.076136 0.38 0.48 -0.40 0.208
H -1.756164 -2.283552 -0.003738 -0.04 -0.12 -0.03 0.210
H -2.046631 -0.833819 1.990111 -0.10 0.29 0.15 0.215
C 2.624588 -1.708482 -0.271368 0.22 0.17 0.28 -0.614
C 2.704694 -0.282119 -0.883493 0.33 -1.56 -1.10 -0.619
H 1.711232 -2.152779 -0.656659 -0.04 -0.36 0.27 0.204
H 3.463078 -2.350479 -0.544230 0.00 0.12 -0.36 0.203
H 2.617927 -1.780803 0.818495 -0.24 0.40 -0.02 0.205
H 2.535304 0.546439 -0.211976 -0.14 0.10 0.01 0.214
H 1.985983 -0.356819 -1.700890 -0.42 0.85 0.27 0.206
H 3.619942 -0.169173 -1.473842 0.29 0.29 0.65 0.203



3.
50
Properties=species:S:1:pos:R:3:forces:R:3:lowdin_spin:R:1 method="wB97M-V/def2-TZVPD" total_charge=+2 spin_multiplicity=7 homo_ev="-14.49 / -13.99" orbital_gap_ev="7.86 / 5.98" e_above_lowest_ev=0.000
C 0.413782 0.192129 -5.600634 0.59 -0.19 -0.27 0.000
C 0.660947 0.442850 -4.162172 2.23 0.30 1.14 0.000
H 1.391893 0.144654 -6.077069 -0.19 0.31 -0.40 0.000
H -0.266887 0.969242 -5.999251 0.47 -0.45 0.05 0.000
H -0.065322 -0.797506 -5.675741 0.05 0.48 -0.14 0.000
O 1.662919 0.741769 -3.541088 -2.67 -0.66 -1.40 0.000
Cl -0.888201 0.084881 -3.351226 -0.61 0.11 1.10 0.000
Eu -0.701001 -0.037364 0.800275 0.48 -0.31 -0.95 5.132
P -0.017229 2.637228 -0.689829 0.11 1.73 -0.03 -0.006
C 1.555824 3.540094 -0.340358 0.12 -0.51 0.32 -0.001
C -0.239673 3.332056 -2.366988 -0.34 -0.58 -0.53 -0.001
H -0.420122 4.412202 -2.311615 0.14 -0.26 0.11 0.000
H -1.051690 4.795735 -0.169530 -0.07 -0.30 0.21 0.000
H -1.093869 2.854553 -2.848988 -0.01 0.18 -0.08 0.000
H -2.229994 3.450303 -0.097732 0.14 0.19 0.10 0.000
H 2.337781 3.122436 -0.994961 -0.17 0.22 0.29 0.000
H 0.643566 3.137778 -2.980695 -0.08 0.02 0.12 0.000
C -1.208358 3.759794 0.162981 -0.15 -0.30 0.18 0.000
H 1.430559 4.618275 -0.548974 0.03 -0.54 0.11 0.000
H -1.088656 3.697312 1.252777 -0.07 0.14 -0.16 0.000
H 1.845637 3.387781 0.710289 0.09 0.20 -0.32 0.000
P 0.378865 -2.418636 -0.948112 0.01 -1.55 -0.55 -0.005
C 1.800206 -3.459431 -0.413806 0.15 0.37 0.23 -0.001
C -0.981164 -3.269151 -0.053835 -0.18 0.10 0.05 0.001
H -0.718956 -2.766646 -3.119686 0.27 -0.18 0.11 0.000
H 0.034520 -4.278577 -2.516976 0.06 0.44 0.10 0.000
H 1.045270 -2.998761 -3.239197 -0.26 0.02 0.24 0.000
C 0.160399 -3.186578 -2.612076 -0.24 0.30 -0.32 -0.001
H -1.947402 -2.949195 -0.461870 0.03 -0.14 0.05 0.000
H -0.882659 -4.352141 -0.177893 -0.16 0.12 0.13 0.000
H 1.589542 -4.527958 -0.597362 0.06 0.50 0.10 0.000
H 1.992030 -3.292079 0.656498 0.11 -0.19 -0.29 0.000
H -0.962872 -3.042679 1.021785 -0.01 -0.16 0.00 0.000
H 2.690050 -3.156731 -0.988938 -0.24 -0.17 0.28 0.000
C 1.809634 -0.043033 -0.208759 3.85 0.28 -0.16 -0.003
O 2.930545 -0.099631 -0.462116 -3.37 0.08 0.48 0.001
C -2.447078 0.554643 2.768896 -0.20 0.02 0.27 0.442
C -1.462069 0.013247 3.642320 0.07 0.15 -0.11 0.040
C -1.796086 -1.006453 4.591338 0.13 -0.01 -0.38 0.120
C -0.835826 -1.500456 5.454840 0.33 -0.01 0.07 -0.017
C 0.505507 -1.064333 5.368245 -0.36 -0.17 -0.09 0.149
C 0.876101 -0.119462 4.393043 -0.05 0.08 -0.08 0.006
C -0.094142 0.458073 3.565490 -0.06 -0.49 0.48 0.091
H -3.439038 0.095388 2.688060 0.34 0.34 0.20 0.022
H -2.325796 1.574345 2.377847 -0.06 -0.29 0.04 0.025
H -2.825534 -1.374757 4.628094 0.36 0.19 0.05 0.004
H -1.109357 -2.252287 6.203993 0.11 0.37 -0.32 -0.003
H 1.242098 -1.487177 6.067110 -0.31 0.32 -0.50 0.006
H 1.930039 0.160138 4.296827 -0.45 0.07 0.11 -0.002
H 0.171269 1.304117 2.906767 -0.02 -0.20 0.35 0.004



4.
22
Properties=species:S:1:pos:R:3:forces:R:3:nbo_charge:R:1 method="wB97M-V/def2-TZVPD" total_charge=+1 spin_multiplicity=1 homo_ev=-13.31 orbital_gap_ev=9.98 e_above_lowest_ev=2.669
C -2.708181 -1.607576 -0.553667 1.64 1.03 -1.07 -0.647
C -1.387842 -1.163103 -1.150735 1.44 -3.41 -1.50 0.131
C -0.584440 -1.957879 -1.940183 -1.66 2.09 1.48 -0.352
N -0.796762 0.075062 -0.699635 -1.33 3.01 -1.03 -0.739
H -2.805090 -2.603136 -0.892522 -0.64 -1.02 -0.39 0.251
H -2.646330 -1.640725 0.508302 -0.20 0.27 0.96 0.233
H -3.479774 -0.962644 -0.938742 -0.65 0.07 0.19 0.238
H 0.385120 -1.631746 -2.296281 0.00 0.10 0.04 0.212
H -0.917295 -2.920697 -2.275464 -0.19 -0.23 0.02 0.237
H -0.084757 -0.082090 0.033477 0.52 0.22 0.76 0.477
H -1.503604 0.801658 -0.370239 0.84 -1.39 0.01 0.444
H -0.399571 0.591224 -1.513617 0.24 -0.65 0.64 0.446
C 2.444551 2.290484 0.419683 0.11 0.25 1.00 -0.460
N 1.045659 -0.034604 1.519187 1.56 0.29 -0.92 -0.912
C 0.934815 1.324479 2.018548 0.48 0.93 0.04 0.238
N 1.538836 2.392200 1.597575 -0.98 -2.67 0.45 -0.402
H 3.273517 1.544522 0.470805 -0.46 0.53 0.39 0.197
H 2.864530 3.310882 0.271021 -0.30 -0.97 -0.22 0.241
H 1.813938 1.961645 -0.394285 0.00 0.27 -0.72 0.169
H 1.994959 -0.285470 1.157104 -0.97 0.69 0.22 0.400
H 0.863653 -0.758664 2.198840 -0.43 0.21 0.42 0.406
H 0.154067 1.356180 2.830827 0.99 0.40 -0.79 0.189



5.
15
Properties=species:S:1:pos:R:3:forces:R:3:nbo_charge:R:1 method="wB97M-V/def2-TZVPD" total_charge=0 spin_multiplicity=1 homo_ev="-9.01 / -7.48" orbital_gap_ev="8.28 / 5.55" e_above_lowest_ev=2.468
C 0.731187 -2.956813 -0.801047 0.56 -1.30 -0.97 -0.855
C 0.766276 3.215854 0.454701 -2.11 1.16 0.57 -0.741
C -0.712148 0.731417 0.496055 0.73 -0.39 -0.48 -0.812
P -1.507168 -0.736517 -0.209440 1.26 1.96 -2.25 0.807
S 1.666461 -1.526609 -0.291616 0.08 0.25 -0.09 0.052
S -0.633656 2.277757 -0.256434 -0.82 -0.29 -0.54 0.372
Cl -3.309807 -0.032938 -0.575927 -1.98 0.71 -0.46 -0.266
Cl -1.754730 -1.784779 1.384048 -0.30 -1.57 2.58 -0.236
H 0.911528 -3.761207 0.034593 -1.26 1.41 -1.63 0.237
H 1.205557 -3.392395 -1.797595 -1.22 0.96 1.90 0.232
H -0.365535 -2.502721 -1.037985 2.27 -1.62 0.65 0.254
H 0.382745 3.451541 1.506185 1.46 -0.40 -1.26 0.242
H 0.872448 4.193303 -0.123953 -0.29 -1.47 0.66 0.247
H 1.594681 2.575637 0.278583 1.09 -0.15 0.65 0.235
H 0.152165 0.248468 0.939829 0.52 0.73 0.67 0.232